# C35H70O9

A 8-piece molecular cluster, C35H70O9 overall (wB97M-V/def2-TZVPD, OMol25).

```
114
Properties=species:S:1:pos:R:3
C -1.702 4.508 -2.891
C -1.992 2.990 -2.889
C -3.324 2.597 -2.235
C -3.201 1.804 -0.917
C -1.980 2.152 -0.049
C -0.987 1.024 0.169
O -0.196 1.053 1.095
O -1.025 -0.075 -0.659
C -0.206 0.064 -1.826
H -0.993 4.705 -2.092
H -2.603 5.096 -2.750
H -1.228 4.781 -3.830
H -2.006 2.667 -3.929
H -1.152 2.482 -2.430
H -3.872 1.974 -2.941
H -3.940 3.481 -2.094
H -4.087 2.046 -0.330
H -3.260 0.737 -1.107
H -2.321 2.384 0.951
H -1.449 3.031 -0.399
H 0.537 0.848 -1.684
H 0.308 -0.864 -2.038
H -0.832 0.323 -2.678
C 2.116 -4.720 -0.865
C 2.155 -5.277 -2.283
C 1.053 -4.477 -2.963
O 1.019 -3.203 -2.313
C 1.809 -3.251 -1.119
H 3.038 -4.874 -0.311
H 1.300 -5.184 -0.305
H 3.122 -5.057 -2.744
H 1.992 -6.352 -2.334
H 0.077 -4.959 -2.833
H 1.226 -4.330 -4.030
H 2.729 -2.678 -1.287
H 1.254 -2.783 -0.305
C -4.340 -2.863 1.171
C -3.329 -2.486 0.092
C -2.631 -3.815 -0.154
O -3.604 -4.835 0.097
C -4.747 -4.264 0.737
H -5.185 -2.179 1.240
H -3.849 -2.898 2.147
H -3.851 -2.162 -0.812
H -2.638 -1.699 0.384
H -1.792 -3.955 0.537
H -2.258 -3.919 -1.173
H -5.572 -4.231 0.016
H -5.044 -4.901 1.572
C -3.697 6.624 2.285
C -2.678 7.095 1.248
C -1.860 5.829 1.021
O -2.758 4.731 1.223
C -3.968 5.202 1.820
H -4.599 7.233 2.328
H -3.244 6.616 3.279
H -3.187 7.386 0.327
H -2.069 7.934 1.581
H -1.043 5.747 1.747
H -1.436 5.766 0.018
H -4.763 5.178 1.065
H -4.245 4.532 2.636
C -2.862 1.072 5.919
C -2.714 0.732 4.439
C -3.931 1.424 3.842
O -4.188 2.573 4.659
C -3.410 2.491 5.856
H -1.932 1.004 6.481
H -3.592 0.407 6.386
H -1.798 1.173 4.040
H -2.694 -0.337 4.232
H -4.815 0.778 3.872
H -3.768 1.745 2.812
H -2.600 3.226 5.797
H -4.042 2.741 6.709
C 3.102 4.187 -1.020
C 3.004 5.162 0.151
C 1.714 5.908 -0.168
O 0.878 4.979 -0.865
C 1.642 3.829 -1.240
H 3.722 3.317 -0.819
H 3.504 4.695 -1.899
H 2.895 4.609 1.087
H 3.863 5.824 0.245
H 1.900 6.767 -0.822
H 1.192 6.258 0.724
H 1.340 2.991 -0.599
H 1.414 3.572 -2.277
C 5.487 -0.227 -2.042
C 6.747 -0.017 -1.208
C 6.897 1.497 -1.254
O 5.574 2.034 -1.346
C 4.650 0.980 -1.644
H 4.981 -1.171 -1.847
H 5.730 -0.183 -3.106
H 6.577 -0.349 -0.182
H 7.621 -0.538 -1.594
H 7.463 1.814 -2.137
H 7.384 1.904 -0.367
H 4.057 0.771 -0.746
H 3.975 1.310 -2.435
C 2.416 -9.655 0.081
C 3.844 -9.895 -0.400
C 4.197 -8.542 -1.001
O 3.470 -7.564 -0.252
C 2.493 -8.215 0.567
H 2.092 -10.345 0.859
H 1.720 -9.735 -0.756
H 4.495 -10.112 0.450
H 3.936 -10.710 -1.116
H 3.885 -8.480 -2.050
H 5.261 -8.314 -0.943
H 2.823 -8.164 1.610
H 1.544 -7.685 0.479
```

Values from the calculation:
HOMO level (eV): -9.24
Gap between HOMO and LUMO (eV): 10.0
Structure (SMILES): CCCCCC(=O)OC.C1CCOC1.C1CCOC1.C1CCOC1.C1CCOC1.C1CCOC1.C1CCOC1.C1CCOC1

Results of the Löwdin charge analysis, in e, for atoms 1 through 2: -0.083 -0.249

=====

# C35H71NO17

A 9-piece molecular cluster, C35H71NO17 overall (wB97M-V/def2-TZVPD, OMol25).

```
124
Properties=species:S:1:pos:R:3
C -1.315 -4.620 5.154
C -0.648 -3.513 4.345
O -0.742 -2.246 5.018
C -1.640 -1.387 4.563
C -1.550 -0.043 5.228
O -2.543 -1.700 3.827
H -2.333 -4.402 5.455
H -0.671 -4.830 6.011
H -1.221 -5.543 4.571
H 0.417 -3.758 4.322
H -0.949 -3.441 3.303
H -0.612 0.427 4.909
H -1.462 -0.194 6.300
H -2.357 0.571 4.855
C -2.583 -3.519 0.926
C -3.300 -4.397 1.926
O -3.640 -5.676 1.384
C -2.679 -6.602 1.432
C -3.188 -7.910 0.907
O -1.567 -6.391 1.853
H -1.694 -4.008 0.520
H -2.278 -2.567 1.347
H -3.262 -3.339 0.089
H -2.773 -4.448 2.881
H -4.240 -3.925 2.220
H -2.460 -8.694 1.075
H -3.321 -7.773 -0.169
H -4.144 -8.149 1.362
C -2.324 2.743 -4.807
C -3.558 1.925 -4.659
O -4.717 2.722 -4.993
C -5.599 2.225 -5.836
C -6.553 3.252 -6.371
O -5.645 1.075 -6.153
H -1.526 2.195 -4.320
H -2.415 3.692 -4.268
H -2.098 3.013 -5.836
H -3.550 1.081 -5.354
H -3.677 1.509 -3.659
H -7.560 2.849 -6.363
H -6.271 3.559 -7.377
H -6.542 4.170 -5.779
C 0.114 -0.674 1.524
C 1.074 -0.686 0.345
O 0.899 0.530 -0.389
C 1.638 1.571 0.007
C 1.290 2.834 -0.696
O 2.502 1.519 0.842
H -0.902 -0.636 1.132
H 0.310 0.197 2.152
H 0.246 -1.592 2.098
H 2.090 -0.860 0.686
H 0.805 -1.509 -0.316
H 0.262 2.765 -1.046
H 1.892 2.978 -1.592
H 1.451 3.652 -0.003
C 1.346 5.986 -3.709
C -0.156 5.927 -3.743
O -0.517 6.968 -4.704
C -1.793 7.140 -5.054
C -1.956 8.259 -6.039
O -2.690 6.416 -4.730
H 1.679 6.940 -3.307
H 1.747 5.884 -4.716
H 1.743 5.170 -3.103
H -0.541 4.972 -4.102
H -0.660 6.158 -2.804
H -1.264 9.083 -5.857
H -2.955 8.675 -5.941
H -1.750 7.898 -7.045
C 4.046 2.678 -3.582
C 4.647 2.697 -2.218
O 5.063 1.357 -1.881
C 5.856 1.221 -0.815
C 6.237 -0.208 -0.607
O 6.253 2.127 -0.145
H 3.906 3.693 -3.958
H 3.029 2.264 -3.569
H 4.590 2.068 -4.300
H 5.519 3.358 -2.184
H 3.955 3.104 -1.481
H 6.770 -0.368 0.323
H 6.870 -0.538 -1.435
H 5.357 -0.854 -0.649
C -4.242 -0.358 1.126
C -3.763 1.034 1.481
O -4.299 2.026 0.629
C -3.770 2.246 -0.589
C -4.398 3.457 -1.235
O -2.855 1.635 -1.076
H -4.168 -1.098 1.916
H -3.746 -0.731 0.223
H -5.292 -0.395 0.803
H -4.092 1.271 2.494
H -2.671 1.030 1.517
H -5.183 3.092 -1.908
H -3.693 3.957 -1.897
H -4.790 4.162 -0.513
C 2.290 -7.233 1.571
C 2.179 -5.735 1.742
O 3.488 -5.146 1.577
C 3.537 -3.816 1.574
C 4.942 -3.305 1.498
O 2.563 -3.128 1.788
H 2.837 -7.501 0.666
H 1.293 -7.670 1.554
H 2.841 -7.687 2.398
H 1.479 -5.316 1.017
H 1.786 -5.510 2.738
H 5.645 -4.107 1.288
H 5.191 -2.990 2.518
H 5.042 -2.461 0.830
C 4.971 -0.699 5.416
N 4.688 -0.054 4.169
C 3.401 -0.343 3.598
C 5.584 0.767 3.581
O 6.698 0.986 4.015
H 4.957 -1.790 5.342
H 4.186 -0.420 6.132
H 5.909 -0.364 5.844
H 3.156 0.335 2.774
H 3.313 -1.364 3.231
H 2.579 -0.099 4.284
H 5.191 1.221 2.657
```

Values from the calculation:
ΔE to the lowest compared entry with this formula, charge and spin (kcal per mole): 0.0
HOMO level (eV): -8.91
Gap between HOMO and LUMO (eV): 9.4
Structure (SMILES): CCOC(C)=O.CCOC(C)=O.CCOC(C)=O.CCOC(C)=O.CCOC(C)=O.CCOC(C)=O.CCOC(C)=O.CCOC(C)=O.CN(C)C=O

Results of the Löwdin charge analysis, in e, for atoms 1 through 2: -0.055 -0.211

=====

# C35H72F3IN4O4P

A 4-piece molecular cluster, C35H72F3IN4O4P overall (wB97M-V/def2-TZVPD, OMol25).

```
120
Properties=species:S:1:pos:R:3
C 1.785 -4.785 -2.419
C 2.031 -3.900 -3.729
C 2.365 -2.454 -3.217
N 3.010 -1.571 -4.241
C 4.326 -1.216 -4.016
C 5.110 -0.374 -4.882
C 6.620 -0.009 -4.620
O 7.096 -0.454 -3.345
C 6.666 0.318 -2.290
F 5.943 1.419 -2.622
F 5.893 -0.399 -1.386
F 7.790 0.680 -1.585
C 4.439 0.134 -6.102
I 5.378 1.398 -7.543
C 3.037 -0.252 -6.347
C 2.346 -1.115 -5.374
C 0.875 -1.503 -5.691
C -0.155 -0.784 -4.701
C -1.516 -1.585 -4.755
P -2.738 -0.692 -3.631
O -2.675 -1.326 -2.282
O -4.231 -0.907 -4.351
C -5.199 -1.473 -3.425
C -5.056 -3.039 -3.406
O -2.308 0.907 -3.674
C -1.740 1.379 -2.424
C -0.732 2.555 -2.818
H 0.853 -4.396 -1.918
H 2.673 -4.798 -1.743
H 1.528 -5.840 -2.722
H 1.058 -3.959 -4.291
H 2.860 -4.389 -4.303
H 3.109 -2.581 -2.379
H 1.480 -1.950 -2.742
H 4.823 -1.634 -3.111
H 6.845 1.063 -4.860
H 7.191 -0.608 -5.388
H 2.497 0.080 -7.266
H 0.637 -1.090 -6.713
H 0.702 -2.606 -5.769
H -0.318 0.249 -5.112
H 0.243 -0.655 -3.664
H -1.311 -2.616 -4.375
H -1.897 -1.577 -5.815
H -5.193 -1.011 -2.408
H -6.217 -1.257 -3.860
H -5.467 -3.459 -4.365
H -5.570 -3.475 -2.509
H -3.977 -3.367 -3.352
H -2.547 1.854 -1.815
H -1.130 0.622 -1.877
H 0.272 2.047 -2.950
H -0.979 3.025 -3.799
H -0.602 3.276 -1.976
C 3.405 3.044 4.140
C 4.260 2.533 2.987
N 5.613 2.179 3.383
C 6.512 1.982 2.254
C 6.214 0.825 1.298
C 5.733 1.200 4.456
C 5.065 -0.162 4.258
H 3.895 3.873 4.656
H 2.447 3.406 3.759
H 3.190 2.259 4.868
H 4.311 3.336 2.245
H 3.740 1.693 2.504
H 7.537 1.878 2.624
H 6.521 2.909 1.669
H 6.462 -0.139 1.740
H 6.825 0.928 0.403
H 5.170 0.808 0.978
H 5.326 1.646 5.369
H 6.791 1.044 4.684
H 4.044 -0.076 3.880
H 5.010 -0.684 5.217
H 5.633 -0.801 3.583
C 1.887 9.251 8.238
C 1.156 7.915 8.239
N 1.029 7.323 6.916
C 0.083 6.215 6.867
C 0.412 4.961 7.679
C 2.270 7.117 6.184
C 3.354 6.260 6.841
H 1.428 9.950 7.535
H 1.842 9.699 9.233
H 2.942 9.140 7.979
H 0.153 8.098 8.638
H 1.655 7.237 8.946
H -0.079 5.928 5.823
H -0.889 6.591 7.207
H 1.210 4.378 7.219
H -0.468 4.313 7.722
H 0.694 5.192 8.707
H 2.703 8.099 5.966
H 2.042 6.701 5.197
H 3.524 6.528 7.886
H 4.302 6.404 6.315
H 3.120 5.197 6.788
C -7.334 -7.103 -2.589
C -7.739 -6.363 -1.321
N -8.598 -5.212 -1.565
C -8.736 -4.339 -0.405
C -9.417 -4.909 0.840
C -9.829 -5.472 -2.300
C -10.798 -6.508 -1.727
H -6.881 -6.423 -3.315
H -6.598 -7.874 -2.350
H -8.184 -7.599 -3.061
H -6.814 -6.017 -0.847
H -8.200 -7.077 -0.625
H -9.257 -3.424 -0.705
H -7.732 -4.005 -0.118
H -10.494 -5.001 0.706
H -9.259 -4.233 1.684
H -9.014 -5.883 1.125
H -9.560 -5.786 -3.313
H -10.366 -4.530 -2.447
H -10.294 -7.425 -1.415
H -11.529 -6.786 -2.491
H -11.361 -6.116 -0.880
```

Values from the calculation:
HOMO level (eV): -9.06
Charge: +1
Gap between HOMO and LUMO (eV): 4.7

Results of the Löwdin charge analysis, in e, for atoms 1 through 2: -0.100 -0.203

=====

# C35H73F6NO7P2S2

A 4-piece molecular cluster, C35H73F6NO7P2S2 overall (wB97M-V/def2-TZVPD, OMol25).

```
126
Properties=species:S:1:pos:R:3
O -0.830 -1.241 0.633
C -0.220 -0.147 1.001
O 0.568 -0.315 1.961
O -0.418 0.934 0.402
H -0.352 -1.698 1.329
C -5.269 1.480 -6.087
C -5.909 0.615 -4.990
C -5.223 0.445 -3.679
C -3.782 -0.318 -3.756
P -2.684 0.111 -2.370
C -2.110 1.804 -2.650
C -1.710 2.213 -4.061
C -1.340 3.754 -4.143
C -2.531 4.586 -4.703
C -3.760 -0.028 -0.872
C -4.463 -1.458 -0.809
C -5.589 -1.530 0.270
C -6.199 -2.943 0.243
C -1.224 -1.032 -2.551
C -1.440 -2.550 -2.316
C -0.234 -3.476 -2.669
C 1.023 -2.902 -2.104
H -5.900 1.661 -6.957
H -4.330 1.036 -6.418
H -4.934 2.405 -5.619
H -6.107 -0.416 -5.284
H -6.855 1.103 -4.757
H -5.935 0.122 -2.920
H -4.925 1.470 -3.457
H -3.279 -0.091 -4.696
H -3.952 -1.393 -3.815
H -1.257 2.024 -2.008
H -2.929 2.388 -2.228
H -2.566 2.042 -4.714
H -0.895 1.633 -4.492
H -0.441 3.862 -4.749
H -1.019 4.182 -3.194
H -2.707 4.361 -5.755
H -2.248 5.637 -4.649
H -3.414 4.402 -4.091
H -4.465 0.803 -0.856
H -3.055 0.166 -0.064
H -3.625 -2.146 -0.689
H -4.900 -1.728 -1.770
H -6.290 -0.760 -0.053
H -5.165 -1.155 1.201
H -6.984 -2.989 0.998
H -5.429 -3.678 0.475
H -6.562 -3.181 -0.757
H -0.474 -0.676 -1.844
H -0.910 -0.797 -3.568
H -2.272 -2.968 -2.883
H -1.750 -2.680 -1.279
H -0.191 -3.507 -3.758
H -0.414 -4.444 -2.202
H 0.990 -2.904 -1.014
H 1.347 -1.928 -2.471
H 1.787 -3.632 -2.370
C 5.307 -4.208 1.412
C 4.853 -3.012 2.215
C 4.836 -1.676 1.447
C 3.945 -0.554 2.012
P 3.784 0.912 0.930
C 5.518 1.476 0.553
C 6.484 1.416 1.814
C 7.935 1.606 1.303
C 9.046 1.958 2.334
C 3.132 0.491 -0.745
C 3.048 1.674 -1.638
C 2.466 1.514 -3.017
C 1.917 2.797 -3.669
C 2.900 2.344 1.641
C 3.202 2.548 3.144
C 2.374 3.505 4.012
C 0.953 3.130 4.184
H 4.704 -4.292 0.509
H 5.330 -5.191 1.881
H 6.321 -4.075 1.033
H 5.566 -2.946 3.036
H 3.902 -3.239 2.698
H 4.484 -1.939 0.449
H 5.840 -1.361 1.164
H 4.413 -0.392 2.983
H 2.913 -0.842 2.212
H 5.501 2.457 0.078
H 5.943 0.910 -0.275
H 6.556 0.526 2.439
H 6.179 2.152 2.557
H 7.972 2.475 0.646
H 8.190 0.718 0.725
H 9.337 1.095 2.932
H 8.548 2.676 2.986
H 9.937 2.476 1.978
H 2.086 0.185 -0.708
H 3.768 -0.347 -1.030
H 4.015 2.161 -1.762
H 2.482 2.390 -1.043
H 1.584 0.878 -2.943
H 3.256 1.025 -3.588
H 2.683 3.511 -3.970
H 1.185 3.309 -3.045
H 1.545 2.632 -4.681
H 1.836 2.122 1.561
H 3.030 3.276 1.090
H 4.276 2.652 3.299
H 2.948 1.565 3.541
H 2.599 4.385 3.409
H 2.960 3.497 4.932
H 0.277 3.823 4.684
H 1.048 2.257 4.830
H 0.590 2.720 3.241
C -2.497 -2.745 3.577
F -1.622 -3.519 2.968
F -1.749 -1.709 4.050
F -3.389 -2.277 2.741
S -3.227 -3.736 5.057
O -4.247 -4.604 4.426
O -2.121 -4.393 5.713
N -3.850 -2.493 6.035
S -5.099 -3.089 6.639
O -6.279 -2.654 5.918
O -5.151 -4.519 7.091
C -5.114 -2.136 8.367
F -4.975 -0.829 8.147
F -6.312 -2.299 8.970
F -4.125 -2.700 9.149
```

Values from the calculation:
HOMO level (spin up / spin down) (eV): -0.14 / -6.35
Charge: -1
Gap between HOMO and LUMO (spin up / spin down) (eV): 1.7 / 7.9
2S+1: 2

Results of the Löwdin charge analysis, in e, for atoms 1 through 2: 0.080 -0.893